(1)
This record from OMol25 describes a structure of composition C20H20FN4OPdS3. The level of theory is ωB97M-V/def2-TZVPD.

charge = +1
DFT total energy = -2490.4521 Ha
HOMO (spin up / spin down) = -10.7 / -10.7 eV
E_LUMO (spin up / spin down) = -4.72 / -4.72 eV

Positions of all 50 atoms, in Å:
Pd  0.2437  -0.0838  0.0700
N  -2.5877  -2.4891  0.0029
C  -2.5997  -1.5490  0.9573
N  -1.8937  -0.4521  0.9146
C  -2.1444  0.3683  1.9949
C  -3.0806  -0.1157  2.8584
S  -3.6681  -1.6510  2.3388
C  -1.3589  1.5815  2.1422
C  -1.5717  2.6379  2.9710
S  -0.3077  3.8070  2.8197
C  0.4411  2.7947  1.6125
N  -0.2145  1.6905  1.3879
N  1.5657  3.1064  0.9620
H  -1.8712  -2.4257  -0.7087
H  -2.9974  -3.3909  0.1847
H  -3.4338  0.3155  3.7708
H  -2.3914  2.8128  3.6330
H  2.1241  3.9067  1.1976
H  1.8593  2.4665  0.2320
F  4.9244  2.5487  -3.0421
C  3.9156  1.8733  -2.4737
C  2.6196  2.1034  -2.9040
C  1.5771  1.4414  -2.2698
C  1.8197  0.5524  -1.2174
C  3.1492  0.3054  -0.8536
C  4.2004  0.9594  -1.4737
H  2.4428  2.7815  -3.7253
H  0.5662  1.6205  -2.6235
H  3.3807  -0.4252  -0.0858
H  5.2258  0.7631  -1.1966
C  1.8067  2.9015  5.6939
C  1.7861  1.7532  4.7385
C  0.7857  0.7879  4.7858
C  0.7318  -0.2273  3.8464
C  1.6843  -0.2866  2.8452
C  2.7064  0.6507  2.7954
C  2.7557  1.6557  3.7423
S  1.5555  -1.5292  1.5428
C  2.8175  -2.6909  2.2069
O  0.2586  -2.2002  1.7269
H  1.0960  2.7523  6.5006
H  1.5408  3.8197  5.1694
H  2.7994  3.0445  6.1145
H  0.0369  0.8415  5.5602
H  -0.0456  -0.9749  3.8760
H  3.4655  0.5931  2.0302
H  3.5581  2.3768  3.7074
H  2.5372  -2.9734  3.2145
H  3.7707  -2.1790  2.1883
H  2.8343  -3.5595  1.5586

Mulliken population analysis, charges in e, atoms 1 to 8: -0.27 -0.38 0.55 -0.26 -0.04 -0.32 -0.21 -0.42



(2)
This record from OMol25 describes the molecule C24H27FN6O3. The level of theory is ωB97M-V/def2-TZVPD.

structure (SMILES) = COc1ccc(N(C(=O)Cn2nnc(-c3ccc(F)cc3)n2)[C@@H](C)C(=O)NC2CCCC2)cc1
DFT total energy = -1584.8953 Ha
HOMO = -8.8 eV
E_LUMO = 0.48 eV

Positions of all 61 atoms, in Å:
C  -2.7331  -5.2087  0.8886
O  -3.4855  -4.3453  0.0681
C  -3.1243  -3.0408  -0.0105
C  -2.0471  -2.4669  0.6584
C  -1.7656  -1.1218  0.4983
C  -2.5512  -0.3340  -0.3275
N  -2.2626  1.0521  -0.4808
C  -1.6700  1.5770  -1.5640
O  -1.3364  2.7488  -1.6391
C  -1.3611  0.6193  -2.7250
N  -0.0093  0.1750  -2.5793
N  0.9379  0.4267  -3.4468
N  2.0203  -0.0875  -2.9899
C  1.7112  -0.6649  -1.8096
C  2.6621  -1.3432  -0.9555
C  4.0118  -1.3562  -1.3013
C  4.9298  -1.9829  -0.4825
C  4.4811  -2.5904  0.6778
F  5.3742  -3.2018  1.4819
C  3.1447  -2.5931  1.0397
C  2.2327  -1.9656  0.2150
N  0.4178  -0.5021  -1.5361
C  -2.5183  1.9341  0.6660
C  -3.7441  1.4973  1.4499
C  -1.2588  1.9517  1.5633
O  -1.1964  1.3624  2.6222
N  -0.2594  2.6678  1.0287
C  1.0779  2.6943  1.5869
C  1.9528  1.5717  0.9829
C  2.9472  2.2578  0.0344
C  2.3887  3.6659  -0.1719
C  1.7754  3.9951  1.1866
C  -3.6412  -0.8988  -0.9842
C  -3.9213  -2.2385  -0.8318
H  -3.2053  -6.1853  0.7970
H  -2.7595  -4.8910  1.9354
H  -1.6937  -5.2767  0.5526
H  -1.4214  -3.0554  1.3098
H  -0.9400  -0.6793  1.0316
H  -1.4119  1.1757  -3.6630
H  -2.0313  -0.2415  -2.7373
H  4.3227  -0.8703  -2.2127
H  5.9797  -2.0058  -0.7276
H  2.8388  -3.0786  1.9530
H  1.1834  -1.9501  0.4639
H  -2.6656  2.9377  0.2510
H  -3.9886  2.2669  2.1770
H  -3.5386  0.5760  1.9886
H  -4.5947  1.3496  0.7893
H  -0.3790  3.0601  0.1025
H  0.9648  2.5804  2.6677
H  2.4685  1.0137  1.7626
H  1.3152  0.8688  0.4467
H  3.0589  1.7174  -0.9047
H  3.9299  2.3168  0.5036
H  3.1567  4.3777  -0.4693
H  1.6157  3.6570  -0.9424
H  1.0809  4.8330  1.1525
H  2.5632  4.2231  1.9051
H  -4.2684  -0.2818  -1.6117
H  -4.7602  -2.6926  -1.3342

Mulliken population analysis, charges in e, atoms 1 to 8: -0.81 -0.48 0.72 -0.53 0.44 -2.21 0.83 0.83